C4H3NO3 | ωB97M-V/def2-TZVPD

Each line ends with the Mulliken charge.
CARTESIAN COORDINATES (ANGSTROEM)
C: -0.0786 0.4263 -0.0577  -0.0380
C: -1.6208 -1.3500 0.0319  0.4500
C: -1.3982 0.0325 0.0754  0.2921
C: 0.4375 -1.7549 0.0185  0.1915
N: 1.1381 -2.7932 -0.0641  -0.5417
O: 0.9105 -0.4399 0.1260  -0.3476
O: -2.4385 -2.2106 -0.0231  -0.4376
O: -2.3310 1.0652 -0.0391  -0.5172
H: 0.3675 1.4705 -0.1856  0.3364
H: 2.1438 -2.6486 -0.1052  0.2779
H: -2.0804 1.8678 0.4840  0.3342

Results
E_HOMO	-9.26	eV
HOMO-LUMO gap	8.64	eV
E_LUMO	-0.627	eV
F_max	3.905	eV/A
relative energy (zero: lowest compared OMol25 entry of this formula, charge and spin)	93.33	kcal/mol
net charge	0
E_tot	-434.578605	Ha

C18H8Cl5N3O6PtSe | ωB97M-V/def2-TZVPD

Each line ends with the Mulliken charge.
CARTESIAN COORDINATES (ANGSTROEM)
Pt: 0.1957 0.4638 1.6010  0.9383
O: -1.8780 3.7513 -0.3566  -0.7571
C: -0.9791 2.9226 -0.1906  0.1397
O: -0.6818 2.3411 0.8947  -0.8361
C: -0.1163 2.6263 -1.4168  0.3704
C: 1.2156 2.2597 -1.3072  -0.2341
C: 2.0018 2.0628 -2.4387  -0.4738
C: 1.4625 2.2176 -3.6991  -0.4347
C: 0.1226 2.5801 -3.7928  -0.0635
C: -0.6702 2.7986 -2.6822  -0.3336
N: -0.4605 2.7493 -5.1287  1.0229
O: -1.6426 3.0249 -5.2180  -0.6286
O: 0.2683 2.6059 -6.0999  -0.6590
H: 1.6404 2.1195 -0.3214  0.3407
H: 3.0309 1.7503 -2.3253  0.3801
H: 2.0427 2.0599 -4.5951  0.4592
H: -1.6980 3.1165 -2.7702  0.5197
O: -2.7716 -1.2226 0.9401  -0.6668
C: -1.9528 -1.2147 0.0456  0.3360
C: -2.1866 -1.8931 -1.3047  -0.4509
C: -0.8867 -1.6768 -2.0581  -0.4331
C: -0.0006 -0.9415 -1.0578  0.4115
O: 1.1683 -0.6848 -1.2744  -0.6359
N: -0.7098 -0.6325 0.0748  -0.2503
H: -3.0546 -1.4290 -1.7735  0.2643
H: -2.4291 -2.9411 -1.1259  0.2481
H: -0.9907 -1.0403 -2.9386  0.1841
H: -0.3846 -2.5931 -2.3686  0.2873
Cl: 2.8001 -1.6634 1.3123  -0.1720
C: 1.5760 -2.0669 2.4673  0.7087
C: 0.5014 -1.1912 2.6421  -2.0209
C: -0.4566 -1.5757 3.5941  1.3931
Cl: -1.7461 -0.4958 3.9703  -0.1407
C: -0.3684 -2.7768 4.2917  0.0049
Cl: -1.5771 -3.2150 5.4484  -0.2358
C: 0.7047 -3.6351 4.0713  0.3635
Cl: 0.8209 -5.1328 4.9326  -0.2348
C: 1.6894 -3.2691 3.1632  0.1175
Cl: 3.0434 -4.3192 2.9070  -0.2375
Se: 1.6332 1.6991 3.1298  -0.2531
C: 1.0213 1.3273 4.8314  0.3167
N: 0.7026 1.1339 5.9265  -0.6540

Results
E_HOMO	-2.50	eV
HOMO-LUMO gap	6.42	eV
E_LUMO	3.920	eV
F_max	0.783	eV/A
relative energy (zero: lowest compared OMol25 entry of this formula, charge and spin)	2.74	kcal/mol
net charge	-2
E_tot	-6128.281938	Ha

C24H54O30S7 | ωB97M-V/def2-TZVPD

Each line ends with the Mulliken charge.
CARTESIAN COORDINATES (ANGSTROEM)
C: -0.8986 -0.1257 1.3152  0.1858
C: -1.0058 -0.8069 -0.0818  0.3956
C: 0.1776 -0.2978 -0.8703  -0.9386
S: 1.5692 -0.1294 0.3590  1.0246
O: 2.0239 1.2155 0.3207  -0.6512
O: 2.4599 -1.2342 0.3474  -0.4800
C: 0.4203 -0.2357 1.9139  -0.6369
H: -1.5861 -0.7419 1.8947  0.3588
H: -1.3022 0.8809 1.2060  -0.2820
H: -1.9038 -0.5149 -0.6263  -0.4524
H: -0.8861 -1.8896 -0.0434  0.0603
H: 0.0115 0.7590 -1.0793  0.4229
H: 0.4389 -0.7865 -1.8089  0.4812
H: 0.6858 0.6467 2.4960  0.4805
H: 0.6734 -1.2218 2.3034  -0.2030
C: 2.7499 1.6292 -5.5202  -0.6678
C: 1.7731 1.6651 -4.3211  -0.5371
C: 2.6089 2.1767 -3.1318  -0.2305
S: 4.0635 0.9822 -3.2973  1.1301
O: 3.5303 -0.2637 -2.8001  -0.3241
O: 5.2062 1.6577 -2.7825  -0.7497
C: 3.9838 0.9696 -5.1143  -0.8824
H: 3.0026 2.6434 -5.8295  0.3470
H: 2.2010 1.0306 -6.2472  0.3347
H: 1.5151 0.6129 -4.2011  0.0412
H: 0.8029 2.1082 -4.5463  0.5942
H: 2.1450 1.8976 -2.1857  -0.2867
H: 2.9185 3.2217 -3.1425  0.4595
H: 4.3172 -0.0528 -5.2922  0.4140
H: 4.8502 1.5092 -5.4968  0.3847
C: -3.7530 1.9106 -1.6018  -0.1914
C: -3.5146 2.8918 -0.3737  0.0360
O: -3.9409 4.1383 -0.9134  -0.3998
S: -4.8969 3.8996 -2.2771  1.1167
O: -4.2036 4.2261 -3.5050  -0.5345
O: -6.1701 4.4890 -1.9156  -0.5452
O: -4.9933 2.2688 -2.0548  -0.3760
H: -3.8922 0.8693 -1.3116  0.2030
H: -2.9408 1.9473 -2.3277  0.1674
H: -2.4779 2.9494 -0.0419  0.2458
H: -4.1511 2.5561 0.4450  0.1495
C: 0.2374 -5.2726 3.5984  -0.3837
C: 0.0815 -4.0038 2.8276  -0.2784
O: 1.2998 -3.8429 2.1702  0.0113
S: 2.5821 -4.3350 3.0675  1.1308
O: 2.6791 -3.5502 4.3262  -0.6168
O: 3.7847 -4.7255 2.3053  -0.4874
O: 1.6302 -5.6042 3.4671  -0.4317
H: -0.3237 -6.1661 3.3246  0.2441
H: 0.1485 -5.3233 4.6835  0.2559
H: -0.1531 -3.1723 3.4922  0.2453
H: -0.6686 -4.1078 2.0437  0.3570
C: -6.0207 -1.6668 4.7458  -0.3207
C: -6.6798 -0.3496 4.3095  -0.0001
O: -6.6442 -0.2196 2.8715  -0.3356
S: -5.6798 -1.4531 2.2512  0.9429
O: -4.2944 -1.1044 2.4009  -0.2900
O: -6.0875 -1.9916 0.9438  -0.5415
O: -5.9883 -2.4384 3.6015  -0.4088
H: -6.7056 -2.1724 5.4265  0.3370
H: -5.0441 -1.4039 5.1522  0.2379
H: -6.1395 0.4527 4.8119  0.0069
H: -7.6972 -0.1725 4.6583  0.3216
C: 2.4785 -3.0954 -2.2701  0.6454
C: 2.7250 -4.5441 -1.8268  -0.3454
O: 1.6932 -5.2390 -2.5138  -0.4288
S: 0.2729 -4.4705 -2.3164  0.9816
O: -0.3907 -4.6211 -1.0341  -0.4905
O: -0.4316 -4.4677 -3.5922  -0.5809
O: 1.0340 -3.0274 -2.3566  -0.0979
H: 3.0679 -2.8766 -3.1605  0.2409
H: 2.8974 -2.4101 -1.5332  -0.4400
H: 2.5327 -4.7074 -0.7664  0.2539
H: 3.6914 -4.9177 -2.1652  0.3280
C: 6.2058 -0.7807 1.4804  -0.2012
C: 5.8150 -0.3216 0.1191  0.5122
O: 6.5506 -1.1233 -0.8054  -0.3725
S: 7.0339 -2.6001 -0.1181  0.9839
O: 8.2906 -3.0041 -0.7360  -0.5654
O: 5.8899 -3.4533 -0.2572  -0.3990
O: 7.2381 -1.9058 1.3850  -0.3723
H: 5.2943 -1.2129 1.8934  0.1707
H: 6.5791 0.0511 2.0776  0.3360
H: 5.8285 0.7662 0.0506  0.4015
H: 4.7926 -0.6329 -0.0949  -0.4819
C: -2.8837 -1.2192 -3.5975  -0.2890
C: -4.2608 -0.8552 -4.1059  -0.1551
O: -4.2780 -0.1713 -5.3857  -0.5616
O: -2.0707 -0.0939 -3.7199  -0.3204
H: -2.3635 -1.9814 -4.1776  0.3530
H: -2.8789 -1.4997 -2.5442  0.1850
H: -4.6670 -0.2609 -3.2875  0.0154
H: -4.9082 -1.6945 -4.3597  0.3704
H: -3.8089 0.6652 -5.4269  0.3157
H: -1.7537 -0.1225 -4.6255  0.2387
C: -3.9772 2.5999 4.7722  -0.4795
C: -3.0729 3.2162 3.6270  -0.3591
O: -1.9601 2.5172 3.1397  -0.2855
O: -4.0133 1.1736 4.7550  -0.4579
H: -5.0004 2.9552 4.8943  0.3762
H: -3.6452 2.7788 5.7949  0.2796
H: -2.7695 4.2215 3.9194  0.4167
H: -3.6768 3.4572 2.7522  0.1233
H: -1.1441 2.7510 3.5881  0.2213
H: -3.2571 0.8341 4.2708  0.2497
C: 3.6698 5.6360 1.7394  -0.3948
C: 2.4285 5.3600 0.8231  -0.4183
O: 2.6439 4.4727 -0.2420  -0.4484
O: 3.6516 4.7965 2.8559  -0.5178
H: 3.5935 6.6258 2.1894  0.3582
H: 4.6504 5.5869 1.2660  0.3101
H: 2.1023 6.3486 0.4999  0.3346
H: 1.5464 5.0297 1.3716  0.2214
H: 2.6890 3.5527 0.0283  0.2862
H: 4.3970 5.0864 3.3869  0.2934

Results
E_HOMO	-10.19	eV
HOMO-LUMO gap	10.08	eV
E_LUMO	-0.114	eV
F_max	4.371	eV/A
net charge	0
E_tot	-5990.987875	Ha

C2HN3O2 | ωB97M-V/def2-TZVPD

Each line ends with the Mulliken charge.
CARTESIAN COORDINATES (ANGSTROEM)
C: -0.9384 -0.1859 -0.1439  0.4163
C: -0.1269 1.0078 0.0233  0.0041
H: -0.6197 1.9053 0.4736  0.3482
N: 1.2227 0.9646 -0.0519  -0.2198
N: 0.9892 -1.5354 0.0229  0.0499
N: -0.2186 -1.5809 0.0650  -0.1094
O: -2.0975 -0.2556 -0.1665  -0.3833
O: 1.7892 -0.3199 -0.2226  -0.1060

Results
E_HOMO	-10.10	eV
HOMO-LUMO gap	8.90	eV
E_LUMO	-1.209	eV
F_max	3.509	eV/A
relative energy (zero: lowest compared OMol25 entry of this formula, charge and spin)	133.84	kcal/mol
net charge	0
E_tot	-391.387487	Ha

C35H49Br14F7O21 | ωB97M-V/def2-TZVPD

Each line ends with the Mulliken charge.
CARTESIAN COORDINATES (ANGSTROEM)
Br: 5.8794 1.2689 0.2310  -0.1702
C: 4.6074 1.4604 -1.2975  0.2210
C: 4.0132 0.1415 -1.7844  0.2919
Br: 5.3941 -1.1142 -2.4960  -0.1605
H: 5.1591 2.0188 -2.0415  0.5135
H: 3.8444 2.1204 -0.9155  -0.4516
H: 3.3740 0.3362 -2.6978  0.2033
H: 3.4620 -0.4614 -1.1097  -0.4187
Br: -5.6201 4.3295 -0.7327  -0.1842
C: -3.8799 4.0861 -0.0004  -0.7209
C: -3.1345 2.8799 -0.4200  0.4522
Br: -2.6423 3.0088 -2.3400  -0.0558
H: -4.1164 3.9179 1.0133  0.4670
H: -3.3230 4.9712 -0.3095  0.3812
H: -3.5415 1.9523 -0.2263  -0.1949
H: -2.1738 2.8815 0.1255  -0.1548
Br: 5.4983 0.3851 3.7035  -0.1523
C: 5.7603 -0.7073 5.3417  0.3420
C: 6.2717 -2.1118 5.1126  -0.1596
Br: 8.1026 -2.1193 4.6329  -0.1292
H: 4.8231 -0.7015 5.8786  -0.6348
H: 6.3978 -0.1140 5.9462  0.5318
H: 5.7595 -2.6105 4.2971  -0.4170
H: 6.0044 -2.6345 6.0090  0.5407
Br: 4.3639 2.4735 7.0285  -0.1547
C: 2.7057 1.7168 7.4155  -0.5378
C: 2.4146 0.4570 6.6686  -0.5657
Br: 0.6925 -0.2658 7.2733  -0.1519
H: 1.9026 2.3703 7.1007  0.3769
H: 2.6621 1.5090 8.4755  0.3972
H: 3.1487 -0.2249 6.9031  0.3526
H: 2.2143 0.5273 5.6062  0.2289
Br: -5.3874 -2.4837 0.4397  -0.1937
C: -4.7146 -0.8004 1.1760  -0.3944
C: -3.6362 -1.0481 2.2299  -0.2078
Br: -3.2722 0.6657 3.0905  -0.1518
H: -5.6502 -0.4239 1.5433  0.5496
H: -4.3401 -0.2398 0.3326  -0.1666
H: -2.7249 -1.5688 1.8813  0.1006
H: -4.0996 -1.7313 2.9628  0.4105
Br: 3.5395 -3.9940 5.6938  -0.1469
C: 1.7167 -3.5970 6.2259  -0.1950
C: 1.0396 -3.1219 4.9220  -0.5499
Br: -0.8767 -2.9105 5.0656  -0.1733
H: 1.7311 -2.8037 6.9254  0.1891
H: 1.2241 -4.5484 6.5338  0.4031
H: 1.1836 -3.7722 4.0736  0.5245
H: 1.3402 -2.1143 4.4729  -0.1017
Br: 2.4047 -0.2368 2.1797  0.0982
C: 0.5939 -0.1138 1.3765  -0.7360
C: 0.7514 0.0805 -0.1225  -0.3974
Br: -1.1053 -0.2484 -0.7422  0.0913
H: 0.1592 0.8010 1.8797  0.2893
H: 0.1117 -1.0095 1.6410  0.3876
H: 1.2952 -0.6980 -0.6210  -0.2075
H: 1.1674 1.0265 -0.3472  0.8503
C: -5.4217 3.2365 -5.3353  -0.3139
C: -6.3435 2.5519 -4.2985  0.6048
O: -6.3107 1.2137 -4.6795  -0.2494
C: -5.6928 1.0668 -5.9417  0.6509
O: -5.5515 0.0972 -6.5242  -0.4532
O: -5.0697 2.1878 -6.2810  -0.4106
F: -7.5401 3.1517 -4.4291  -0.3319
H: -4.5090 3.6938 -4.8751  0.0893
H: -5.9115 4.0426 -5.9208  0.3453
H: -6.0354 2.5430 -3.2856  0.0553
C: 0.8444 -4.1893 -2.1141  -0.3307
C: 0.2129 -5.4143 -1.4167  0.2400
O: -0.2238 -4.9291 -0.2335  -0.3316
C: 0.3488 -3.6695 -0.0003  0.2798
O: 0.3059 -3.1243 1.0249  -0.2429
O: 1.0096 -3.2081 -1.0433  -0.1757
F: 1.2160 -6.3762 -1.2523  -0.3171
H: 0.2325 -3.8277 -2.9632  0.0913
H: 1.8647 -4.4483 -2.3500  0.3490
H: -0.5977 -5.8617 -2.0414  0.2771
C: 5.5348 -2.6178 1.1535  0.1699
C: 4.2628 -3.2764 0.6457  0.9069
O: 3.8673 -4.1480 1.7667  -0.1887
C: 5.0440 -4.4840 2.3717  0.5101
O: 5.2857 -5.4454 3.0066  -0.5365
O: 6.0490 -3.4941 2.1381  -0.3273
F: 4.4255 -4.1461 -0.3348  -0.3201
H: 5.4224 -1.6878 1.6053  0.0237
H: 6.3218 -2.6272 0.3747  0.2421
H: 3.4327 -2.5808 0.4403  -0.5175
C: -1.9591 -1.2248 -4.9000  -0.1961
C: -2.0250 0.2668 -5.3155  0.2728
O: -0.8188 0.8751 -4.8433  -0.2966
C: -0.1715 -0.0762 -4.0973  0.3977
O: 0.8568 0.1014 -3.5909  -0.3678
O: -0.8631 -1.2480 -4.0087  -0.2140
F: -3.0342 0.9411 -4.6607  -0.1528
H: -1.7595 -1.9376 -5.6999  0.2570
H: -2.8943 -1.4714 -4.4309  0.0524
H: -2.2009 0.4795 -6.3873  0.2976
C: -7.3078 -1.6934 -4.0731  -0.1983
C: -5.7783 -2.1109 -4.2710  0.2440
O: -5.8638 -3.4480 -3.8155  -0.3928
C: -6.8937 -3.5913 -2.9392  0.5082
O: -6.9744 -4.5397 -2.2506  -0.4934
O: -7.7390 -2.6031 -3.0722  -0.3297
F: -5.0221 -1.4343 -3.3462  -0.1745
H: -7.8382 -1.8267 -5.0607  0.2442
H: -7.5300 -0.6925 -3.7546  0.1774
H: -5.3315 -1.9758 -5.2746  0.4290
C: 0.5626 4.6372 -3.7457  -0.2499
C: 1.1136 3.4174 -3.1397  0.6926
O: 1.5338 3.8232 -1.8587  0.0942
C: 1.7477 5.1637 -1.9430  0.3757
O: 2.2640 5.7793 -1.0657  -0.5450
O: 1.4599 5.6049 -3.1975  -0.3846
F: 2.2981 2.9598 -3.7348  -0.3061
H: -0.4156 4.7907 -3.3469  0.2595
H: 0.5553 4.5689 -4.8585  0.3594
H: 0.5397 2.5002 -3.1084  -0.3729
C: 2.0230 4.4130 2.9643  -0.5436
C: 2.1110 4.3679 1.4200  0.2550
O: 0.7898 4.6229 1.0225  -0.1522
C: 0.0220 4.1358 2.0468  0.2941
O: -1.1558 4.0079 1.9974  -0.5038
O: 0.7404 3.8752 3.1478  -0.2739
F: 2.4069 3.0547 1.0585  -0.1141
H: 2.1370 5.4303 3.2815  0.2995
H: 2.7132 3.8260 3.5119  0.3808
H: 2.7533 5.1457 0.9284  0.4243

Results
E_HOMO	-9.87	eV
HOMO-LUMO gap	9.79	eV
E_LUMO	-0.077	eV
F_max	5.236	eV/A
net charge	0
E_tot	-39678.457949	Ha

C26H29IrN7O3 | ωB97M-V/def2-TZVPD

Each line ends with the Mulliken charge.
CARTESIAN COORDINATES (ANGSTROEM)
Ir: 0.3832 0.1622 0.4509  2.1961
C: -1.1740 2.2237 -5.9020  -0.7779
O: -1.8582 3.0369 -4.9571  -0.4499
C: -1.5660 2.8951 -3.6601  0.9609
C: -2.3041 3.7313 -2.7866  -1.0391
C: -2.0500 3.6714 -1.4574  -0.9906
C: -1.1036 2.7691 -0.8942  0.5262
C: -0.8066 2.8577 0.4900  1.0452
C: -1.2261 4.0521 1.2978  -1.9512
O: -0.1504 1.9946 1.1413  -0.7918
C: -0.3873 1.8991 -1.7763  0.1398
O: 0.5238 1.0382 -1.4218  -0.8763
C: -0.6271 2.0173 -3.1647  -0.1783
H: -1.5856 2.4869 -6.8708  0.2534
H: -1.3508 1.1644 -5.7047  0.3166
H: -0.1022 2.4303 -5.8912  0.3230
H: -3.0362 4.4058 -3.2061  0.4799
H: -2.5980 4.3305 -0.7980  0.4485
H: -0.9849 4.9852 0.7926  0.4857
H: -0.7385 4.0144 2.2681  0.3374
H: -2.3070 4.0304 1.4556  0.4219
H: -0.0409 1.3916 -3.8224  0.4427
C: -1.3410 0.3674 2.9637  -1.3240
N: -0.2537 -0.5128 2.4593  -0.1400
C: 0.6829 -0.6937 3.5798  -1.2462
C: -0.8767 -1.8259 2.1313  -1.9133
C: -1.7859 -1.6503 0.9504  1.3968
C: -2.9244 -2.4327 0.8185  -0.6919
C: -3.7100 -2.3297 -0.3197  -0.8922
C: -3.3337 -1.4404 -1.3137  -0.9919
C: -2.1988 -0.6503 -1.1669  -0.2338
C: -1.4048 -0.7165 -0.0261  0.5185
H: -1.7956 -0.1098 3.8362  0.4567
H: -2.0968 0.5056 2.1978  0.3967
H: -0.9329 1.3284 3.2576  0.3661
H: 0.1445 -1.1108 4.4350  0.4504
H: 1.1018 0.2669 3.8687  0.3779
H: 1.4823 -1.3770 3.3131  0.3301
H: -1.4286 -2.2086 2.9982  0.6513
H: -0.0664 -2.5299 1.9212  0.4268
H: -3.1928 -3.1287 1.6056  0.4733
H: -4.6007 -2.9337 -0.4271  0.3881
H: -3.9292 -1.3467 -2.2133  0.4996
H: -1.9639 0.0407 -1.9666  0.2038
N: 0.4181 -1.7500 -2.3630  -0.0388
C: 1.0790 -2.3061 -1.3624  0.6310
N: 1.4877 -3.5686 -1.4579  -0.7766
C: 2.2800 -3.9972 -0.4828  0.3644
N: 2.5937 -5.2920 -0.4385  -0.3320
N: 2.8470 -3.1960 0.4592  -0.7538
C: 2.3499 -1.9906 0.5022  0.2124
N: 1.3446 -1.5389 -0.2669  -0.1243
C: 3.0082 -0.9648 1.3605  0.6871
C: 4.1604 -1.2767 2.0610  -0.7270
C: 4.7858 -0.2803 2.7952  -0.5368
C: 4.2358 0.9896 2.8060  -0.8418
C: 3.0740 1.2167 2.0842  -0.3126
N: 2.4722 0.2677 1.3771  0.0292
H: 0.1942 -2.3168 -3.1617  0.2347
H: 0.1804 -0.7652 -2.3003  -0.0029
H: 2.2361 -5.9151 -1.1405  0.2599
H: 3.2417 -5.6217 0.2537  0.2432
H: 4.5449 -2.2852 2.0178  0.5170
H: 5.6906 -0.4938 3.3478  0.4721
H: 4.6956 1.7971 3.3576  0.4480
H: 2.5951 2.1882 2.0658  0.5228

Results
E_HOMO	-10.37	eV
HOMO-LUMO gap	7.20	eV
E_LUMO	-3.167	eV
F_max	0.709	eV/A
relative energy (zero: lowest compared OMol25 entry of this formula, charge and spin)	5.73	kcal/mol
net charge	+1
E_tot	-1721.434607	Ha